(1)
Molecular formula: C12H28ClN4NiO4
Method: DFT, wB97M-V/def2-TZVPD

Output
Multiplicity = 3
Electronic energy = -2962.25158 a.u.
Total charge = +1
Energy relative to the best compared isomer or geometry (same formula, charge and spin) = 44.8 kcal per mole
Expectation value of S² = 2.010

```
50
Properties=species:S:1:pos:R:3:forces:R:3
Ni 1.033830 0.978855 -3.788638 -0.5 -1.0 1.4
Cl 0.747654 0.876619 -1.306407 0.1 0.3 -1.0
C -3.073625 1.695211 1.522815 0.3 -0.3 0.1
C -3.364320 0.302286 0.985361 -0.1 0.3 0.0
O -4.286328 -0.353338 1.419666 -0.2 -0.2 0.1
N -2.543773 -0.124252 -0.004329 -0.1 0.2 -0.1
C -2.723721 -1.383413 -0.693413 0.2 -0.3 0.5
H -4.018760 2.224746 1.600117 0.1 0.2 -0.1
H -2.336775 2.225402 0.917697 -0.2 0.2 -0.1
H -2.672137 1.610390 2.535265 -0.1 -0.1 0.0
H -1.814593 0.500522 -0.306560 0.1 -0.1 -0.2
H -3.511770 -1.971472 -0.227642 -0.1 0.3 0.2
H -1.815440 -1.972828 -0.558565 0.1 -0.1 -0.5
H -2.998271 -1.245669 -1.738240 0.2 0.0 -0.1
C 2.608990 5.058354 4.026882 0.7 -0.1 -0.8
C 1.903724 4.509429 2.784214 0.5 -1.9 1.4
O 1.691960 5.359830 1.905369 -0.4 0.7 -0.8
N 1.673716 3.218336 2.678020 -0.1 1.9 0.0
C 1.068756 2.591341 1.509147 0.5 -1.7 -0.1
H 2.260900 4.560467 4.927223 -0.4 0.3 0.0
H 2.588375 6.143084 4.016358 -0.2 0.0 0.4
H 3.650421 4.762785 3.855604 0.0 0.1 0.1
H 1.966339 2.673980 3.475538 -0.2 -0.2 0.0
H -0.017556 2.562697 1.527721 0.0 0.5 0.0
H 1.395917 1.550406 1.586004 -0.2 0.0 -0.2
H 1.495613 2.933237 0.569233 -0.2 0.4 0.1
C 3.092466 -2.174010 0.391044 -0.3 0.1 -0.6
C 1.944611 -2.218855 1.369543 -0.1 -0.8 0.2
O 1.811329 -3.139641 2.157041 0.2 0.1 0.2
N 1.036131 -1.220047 1.300023 0.0 0.7 -0.3
C -0.084435 -1.141793 2.211155 0.0 -0.1 0.2
H 3.191459 -3.175628 -0.024438 0.2 0.0 0.1
H 4.031906 -1.890147 0.859215 0.0 0.0 0.2
H 2.891016 -1.488856 -0.436371 0.1 0.1 0.1
H 1.050266 -0.617847 0.486713 0.0 0.0 0.0
H -0.851954 -1.895637 2.029681 0.1 -0.1 -0.1
H -0.556660 -0.163969 2.127112 0.0 0.0 -0.1
H 0.273101 -1.279704 3.231402 0.0 0.0 0.0
C 0.638824 -2.646964 -2.634525 0.1 -0.8 0.2
C -0.019552 -2.018662 -3.828463 0.1 0.4 1.1
O 0.302349 -0.885026 -4.200248 0.1 0.6 -0.9
N -1.009369 -2.707293 -4.394122 -0.5 -0.3 0.0
C -1.798684 -2.233099 -5.518081 0.6 -0.2 -0.7
H 1.725026 -2.585290 -2.680809 0.0 0.1 -0.3
H 0.376040 -3.704286 -2.558490 0.0 0.0 0.0
H 0.358206 -2.166224 -1.698625 -0.2 0.3 -0.1
H -1.374780 -3.490794 -3.879607 0.3 -0.2 0.0
H -2.238831 -1.265307 -5.292710 0.0 0.0 -0.3
H -2.549997 -2.952243 -5.837494 -0.2 -0.1 0.7
H -1.147607 -2.225667 -6.397399 0.0 0.7 0.1
```
Positions in Å, forces in eV/Å.

(2)
Molecular formula: C12H28F3N10O18
Method: DFT, wB97M-V/def2-TZVPD

Output
Electronic energy = -2674.78982 a.u.
Total charge = -1
Energy relative to the best compared isomer or geometry (same formula, charge and spin) = 12.2 kcal per mole

```
71
Properties=species:S:1:pos:R:3:forces:R:3
C -0.082897 -1.636464 1.547605 -0.7 0.5 -0.1
C -1.385553 -1.612494 0.789168 0.1 -1.2 1.1
F -1.414574 -0.373796 0.020847 1.0 -0.1 -0.3
N -2.393005 -1.703317 1.721414 0.4 0.6 0.0
N -3.656971 -1.899135 1.016933 -1.9 -1.1 0.8
C -4.619381 -1.199532 1.804422 0.8 -0.5 0.9
O -4.882700 -1.363120 2.949195 -0.2 0.3 -0.6
F -5.216489 -0.240697 1.089668 -0.4 0.4 -0.2
C -4.013351 -3.245442 0.930470 1.1 -0.2 -0.7
O -3.318972 -4.123255 0.533836 0.0 -0.1 0.1
F -5.285135 -3.539838 1.300533 -0.4 0.4 -0.1
H 0.758555 -1.440127 0.907732 0.3 -0.1 -0.2
H -0.165687 -0.854367 2.289172 0.2 0.3 0.3
H -0.015504 -2.575386 2.067426 0.3 -0.4 0.0
H -1.406727 -2.422608 0.060319 -0.1 0.2 -0.7
C -3.407372 1.149340 -0.544497 -0.7 0.2 -0.4
N -2.874949 1.978266 -1.658621 -0.3 -0.3 0.5
O -3.642063 2.332444 -2.533066 0.0 0.1 -0.3
O -1.694155 2.261013 -1.635786 0.1 0.3 -0.1
H -4.462352 0.992177 -0.713071 -0.1 0.2 -0.2
H -2.860828 0.207668 -0.544150 -0.2 0.4 0.0
H -3.230547 1.693444 0.378180 0.2 -0.1 0.0
C -8.545209 -0.640695 -0.430697 0.0 0.1 0.1
N -7.548751 -1.104239 -1.433092 0.0 0.1 0.2
O -6.642212 -0.353702 -1.708479 0.1 0.1 -0.1
O -7.716278 -2.209497 -1.898319 -0.1 -0.2 -0.1
H -8.265699 0.353177 -0.103653 0.1 0.0 0.0
H -9.516542 -0.637636 -0.915465 0.0 -0.1 0.0
H -8.524240 -1.344270 0.395711 0.0 -0.1 0.0
C 4.561232 -1.632514 0.655871 0.0 -0.2 -0.2
N 3.464201 -1.418865 1.638970 0.1 0.0 -0.1
O 2.779369 -2.374024 1.931240 0.1 -0.2 0.2
O 3.333458 -0.300065 2.083519 0.0 0.1 0.1
H 4.546584 -2.674820 0.351053 0.0 0.3 0.1
H 4.381561 -0.972039 -0.187385 0.0 0.1 0.1
H 5.491962 -1.379033 1.154857 0.0 0.1 0.0
C 4.296551 -5.978822 2.490822 0.0 -0.1 0.2
N 5.198707 -5.246352 1.562649 -0.2 -0.1 0.2
O 6.385236 -5.229431 1.813376 0.3 0.0 0.0
O 4.677922 -4.705770 0.615599 0.0 -0.2 -0.3
H 4.895295 -6.404625 3.287478 0.1 0.0 0.0
H 3.579119 -5.259416 2.876056 -0.1 0.0 -0.1
H 3.797965 -6.752170 1.915200 -0.1 0.1 -0.1
C 0.520452 2.345065 -3.603100 0.0 -0.1 -0.1
N 1.880458 1.805384 -3.881622 -0.2 0.1 0.0
O 1.968688 0.663265 -4.274777 0.1 -0.2 -0.1
O 2.816584 2.553136 -3.696947 0.2 0.1 0.0
H -0.207739 1.572660 -3.810174 0.0 -0.1 0.0
H 0.489009 2.635174 -2.560766 0.0 0.1 0.0
H 0.377933 3.204280 -4.251786 0.1 0.1 0.1
C -3.135027 5.314537 -2.231218 -0.1 -0.1 0.1
N -3.433464 6.628832 -1.597178 0.0 -0.2 -0.1
O -4.540730 6.801428 -1.142493 -0.2 0.1 0.1
O -2.540359 7.451640 -1.577191 0.2 0.2 0.0
H -4.019227 4.695392 -2.176434 -0.1 0.0 0.0
H -2.857353 5.505589 -3.262704 0.1 0.0 0.0
H -2.309683 4.866368 -1.685903 0.1 0.0 -0.1
C 0.225094 9.630510 -2.169978 -0.2 -0.1 -0.1
N 1.587901 9.082923 -2.411673 -0.2 0.0 0.0
O 1.677796 7.941885 -2.800977 0.0 -0.2 -0.1
O 2.520913 9.828469 -2.201101 0.1 0.1 0.0
H -0.505934 8.863320 -2.396042 0.0 -0.1 0.0
H 0.170848 9.922003 -1.126162 0.0 0.1 0.0
H 0.103289 10.490880 -2.820583 0.1 0.1 0.1
C 9.546395 -6.883667 3.604260 0.1 -0.1 -0.1
N 8.405820 -6.666762 4.533615 0.0 0.0 -0.1
O 7.697631 -7.617525 4.788592 -0.1 -0.1 0.0
O 8.262788 -5.548759 4.968544 0.0 0.2 0.1
H 9.547470 -7.922686 3.298889 -0.1 0.0 0.0
H 9.399110 -6.224928 2.753899 0.0 0.1 0.0
H 10.455640 -6.631411 4.140678 0.0 0.1 0.0
```
Positions in Å, forces in eV/Å.

(3)
Molecular formula: C12H28LaN6O6S
Method: DFT, wB97M-V/def2-TZVPD

Output
Electronic energy = -1683.33121 a.u.
Total charge = +1

```
54
Properties=species:S:1:pos:R:3:forces:R:3
O 0.097894 3.389475 -2.620408 0.3 0.3 -1.1
H 0.455349 3.774838 -3.439479 -0.2 -0.3 0.7
La -0.662424 1.529853 -1.441211 0.7 1.6 2.4
N 1.200051 2.650039 0.889451 -0.1 -0.7 -1.7
N 1.746864 0.812896 -0.953508 1.7 -0.5 0.7
N -2.807060 0.737109 -0.303134 -1.4 -2.1 1.5
N -0.887120 -0.967369 -0.992443 -2.2 -2.3 1.4
O -0.031203 2.881964 0.601828 0.0 0.6 0.4
O -3.753331 1.499685 0.422797 0.9 0.5 -0.7
O 0.135961 -1.856434 -1.093358 -0.2 0.6 -0.4
O 2.188375 -0.332680 -1.375146 -0.5 1.3 -0.1
C 2.638358 1.834190 -0.838630 -0.7 0.2 0.5
C 2.113018 2.949308 -0.123093 -0.3 -0.8 -0.4
C -3.075148 -0.562549 -0.181223 0.0 3.3 0.1
C -2.028733 -1.498077 -0.533993 3.0 0.5 -1.7
C 2.434015 4.356052 -0.455633 -0.1 0.6 0.4
H 1.742716 4.744373 -1.219188 0.1 -0.3 0.1
H 3.457887 4.448912 -0.829873 -0.3 0.0 0.1
H 2.313831 4.983430 0.434236 0.1 -0.1 -0.2
C 3.931423 1.828448 -1.561458 0.4 -0.2 -0.1
H 3.781189 1.498070 -2.597140 0.1 0.0 0.2
H 4.627116 1.129857 -1.080260 -0.1 0.1 -0.2
H 4.384224 2.823920 -1.559873 -0.1 -0.3 0.0
C -4.322532 -1.010232 0.475313 -0.3 -0.2 0.2
C -2.208306 -2.960247 -0.317590 0.1 -0.1 0.1
H -5.026468 -0.181229 0.524287 0.0 -0.3 0.0
H -4.111678 -1.349068 1.499269 0.0 0.1 -0.2
H -4.767359 -1.848566 -0.067224 0.1 0.0 0.1
H -1.240746 -3.462486 -0.330232 -0.2 0.1 0.0
H -2.828299 -3.379936 -1.121065 0.1 0.1 0.2
H -2.709432 -3.151963 0.635939 0.0 0.0 -0.2
H -3.346708 2.390322 0.521366 -0.2 -0.7 -0.3
H 0.971427 -1.264300 -1.202926 -0.1 -0.4 -0.1
C -0.770797 0.528114 -3.714802 -0.1 -1.8 -4.3
H -0.819454 1.359225 -4.434645 0.0 0.2 0.9
H -1.642115 -0.132367 -3.849737 0.0 0.3 0.8
H 0.141665 -0.063998 -3.897422 0.0 0.4 0.8
O -2.176490 3.424954 -1.825405 -0.1 0.4 -0.5
H -1.273729 3.729255 -2.335248 -0.6 0.0 0.4
H -2.954577 3.858840 -2.197672 0.2 -0.1 0.2
C 0.070920 -3.156622 4.364817 -0.2 -0.4 0.1
N -0.140868 -2.716746 2.978641 -0.4 0.5 -0.1
C 0.728262 -1.797037 2.428186 0.2 0.6 -0.4
S 0.260954 -0.223223 1.962863 -0.1 -0.8 0.2
N 2.001798 -2.194001 2.280122 -0.3 0.0 -0.3
C 2.489157 -3.565034 2.404486 0.2 0.2 0.1
H 1.134384 -3.192557 4.615329 -0.3 0.0 -0.1
H -0.358459 -4.157381 4.465970 0.2 0.1 0.1
H -0.445134 -2.494160 5.069435 0.2 0.0 -0.1
H -1.100929 -2.403962 2.825717 0.5 0.0 0.2
H 2.588430 -1.524755 1.790480 -0.2 -0.2 0.3
H 3.009173 -3.851223 1.481506 -0.1 0.0 0.2
H 3.193022 -3.620118 3.245574 -0.2 -0.2 -0.2
H 1.651634 -4.244809 2.575410 0.2 0.1 -0.1
```
Positions in Å, forces in eV/Å.

(4)
Molecular formula: C12H28N2OSi
Method: DFT, wB97M-V/def2-TZVPD

Output
Electronic energy = -948.31410 a.u.
SMILES string = CCCCN(C(=O)N(CC)CC)[Si](C)(C)C
Total charge = 0

```
44
Properties=species:S:1:pos:R:3:forces:R:3
C 2.583331 -0.388336 -2.523215 0.1 -0.3 0.2
C 3.031501 0.401271 -1.288052 -0.3 1.0 -0.3
C 3.002267 -0.354323 0.028547 -0.1 0.3 0.3
C 1.634936 -0.925596 0.383817 -0.6 -0.2 0.9
N 0.440042 -0.041349 0.404796 -1.0 1.2 1.3
C -0.418416 -0.127208 -0.716089 0.5 -0.1 -2.6
O 0.009409 0.241226 -1.814461 -0.6 0.3 0.7
N -1.677772 -0.704828 -0.715767 0.8 -0.1 0.9
C -2.331000 -0.907537 -2.037562 0.3 -0.4 1.0
C -2.960528 0.365231 -2.516895 -0.3 0.6 -0.5
C -2.143724 -1.429447 0.471126 0.2 1.0 -0.4
C -1.667688 -2.860742 0.511036 -0.5 -0.2 0.3
Si 0.187840 1.283887 1.627063 0.7 -0.3 0.5
C 1.544257 2.610465 1.718356 0.3 -1.1 0.2
C -0.066318 0.447153 3.284756 0.2 -0.9 -0.8
C -1.370605 2.247307 1.413780 0.3 -0.1 -1.4
H 3.265759 -1.194896 -2.745064 0.6 -0.2 -0.2
H 1.626509 -0.875063 -2.392313 0.0 0.1 0.1
H 2.467979 0.235132 -3.409937 0.2 0.1 0.1
H 2.380513 1.301560 -1.184163 0.3 -0.6 -0.1
H 4.048501 0.793227 -1.445621 -0.2 -0.1 0.0
H 3.326313 0.294438 0.859029 0.0 0.0 -0.3
H 3.729598 -1.172518 0.016920 -0.2 -0.2 0.0
H 1.404492 -1.751924 -0.265223 -0.1 -0.3 -0.5
H 1.666302 -1.394743 1.382878 0.3 0.2 -0.2
H -3.100994 -1.669136 -1.897754 0.0 0.0 0.2
H -1.593878 -1.322171 -2.719800 0.0 0.2 -0.2
H -3.476456 0.838305 -1.683302 -0.2 0.0 0.0
H -2.230029 1.075313 -2.893528 0.2 0.0 0.1
H -3.678083 0.209769 -3.328736 0.0 -0.2 0.1
H -1.747668 -0.858685 1.297532 0.2 -0.1 0.4
H -3.218307 -1.277243 0.553194 -0.2 -0.5 -0.2
H -2.020614 -3.366342 1.412414 0.1 0.0 0.0
H -2.065841 -3.414434 -0.327207 -0.1 -0.2 -0.4
H -0.584233 -2.912328 0.472192 0.1 0.1 0.1
H 1.462436 3.174994 0.803428 0.2 0.4 -0.3
H 2.573657 2.233983 1.822464 -0.3 0.1 -0.2
H 1.375386 3.258405 2.583418 -0.2 0.0 -0.1
H -0.739700 0.874108 4.003366 -0.5 0.5 0.0
H -0.420707 -0.552218 3.009957 -0.1 0.0 0.3
H 0.847293 0.292740 3.806248 1.0 -0.2 0.5
H -2.027153 1.713508 0.754917 -0.7 -0.3 -0.4
H -1.197413 3.207253 0.947853 0.1 0.3 -0.1
H -1.871194 2.401789 2.335602 -0.4 0.1 1.0
```
Positions in Å, forces in eV/Å.